1.
Molecular formula: C14H16O
Method: DFT, the ωB97M-V functional and the def2-TZVPD basis

Geometry as XYZ:
```
31
Properties=species:S:1:pos:R:3:nbo_charge:R:1
C -2.409 2.361 -1.427 -0.665
C -2.057 2.234 0.058 -0.044
C -2.897 1.727 1.051 -0.212
C -2.391 1.301 2.254 -0.285
C -1.020 1.508 2.433 0.285
O -0.318 1.506 3.688 -0.685
C -0.175 1.806 1.390 -0.251
C -0.697 2.450 0.307 -0.179
H -3.431 2.028 -1.580 0.217
H -2.060 1.799 -2.248 0.232
H -2.647 3.400 -1.604 0.225
H -4.047 1.495 0.981 0.219
H -3.068 0.849 3.076 0.221
H -0.867 0.873 4.370 0.471
H 0.966 1.737 1.489 0.232
H -0.067 2.904 -0.519 0.219
C -0.410 -1.693 -2.210 -0.662
C 0.961 -2.008 -1.835 -0.026
C 1.137 -3.014 -0.914 -0.217
C 2.325 -3.151 -0.226 -0.208
C 3.415 -2.339 -0.422 -0.247
C 3.326 -1.655 -1.624 -0.190
C 2.166 -1.373 -2.380 -0.231
H -1.269 -2.454 -2.390 0.236
H -0.623 -0.856 -3.014 0.220
H -0.840 -1.096 -1.321 0.234
H 0.154 -3.670 -0.817 0.212
H 2.050 -3.843 0.553 0.220
H 4.346 -2.315 0.053 0.224
H 4.270 -1.169 -2.002 0.205
H 2.038 -0.650 -3.281 0.231
```

As for the SMILES: Cc1ccc(O)cc1.Cc1ccccc1. The maximum force comes out at 5.54 eV/Å. The gap between HOMO and LUMO is 9.04 eV. Its energy above the lowest of the compared OMol25 structures with the same formula, charge and spin is 4.1661 eV. The molar mass is 200.281 u. The electronic energy is -618.16289 Ha.

2.
Molecular formula: C42H40F10N2O34
Method: DFT, the ωB97M-V functional and the def2-TZVPD basis

Geometry as XYZ:
```
128
Properties=species:S:1:pos:R:3:mulliken_charge:R:1
O -4.246 -20.770 6.274 -0.313
N -4.848 -19.848 6.843 0.944
O -6.030 -19.779 6.913 -0.642
C -4.080 -18.702 7.480 0.253
C -4.655 -17.964 8.464 -0.447
C -4.024 -16.815 8.904 -0.413
C -2.814 -16.383 8.382 -0.748
C -2.128 -17.275 7.459 -0.463
C -2.832 -18.363 6.929 -0.415
H -5.652 -18.226 8.785 0.483
H -4.518 -16.214 9.652 0.401
H -2.329 -15.539 8.850 0.400
H -1.184 -16.989 7.020 0.452
H -2.361 -19.054 6.245 0.428
O -10.490 -22.643 -0.071 -0.541
N -10.431 -22.185 1.048 0.880
O -11.446 -21.628 1.590 -0.553
C -9.137 -22.309 1.868 -0.123
C -8.957 -21.478 2.961 -0.385
C -7.809 -21.578 3.743 -0.813
C -6.997 -22.664 3.528 -0.070
C -7.185 -23.506 2.436 -0.646
C -8.203 -23.305 1.554 -0.554
H -9.684 -20.722 3.218 0.462
H -7.635 -20.890 4.558 0.597
H -6.191 -22.897 4.209 0.436
H -6.512 -24.321 2.215 0.744
H -8.234 -23.901 0.654 0.528
O -5.063 -26.458 4.700 0.090
C -4.831 -25.790 5.694 -0.516
O -4.884 -26.245 7.025 -0.125
C -4.776 -25.134 7.935 0.054
C -4.284 -24.066 7.000 0.292
F -2.970 -24.029 7.064 -0.019
O -4.705 -24.443 5.717 0.710
H -5.791 -24.932 8.277 -0.007
H -4.109 -25.333 8.774 0.082
H -4.530 -23.048 7.301 -0.656
O -1.382 -27.626 7.462 -0.550
C -1.571 -28.185 6.440 0.590
O -0.630 -28.446 5.611 -0.391
C -1.155 -29.415 4.660 -0.660
C -2.584 -28.934 4.594 0.901
F -3.383 -29.940 4.330 -0.365
O -2.716 -28.623 5.938 -0.242
H -0.599 -29.242 3.739 0.341
H -0.993 -30.442 4.988 0.338
H -2.910 -28.103 3.968 -0.096
O 2.265 -22.178 7.695 -0.637
C 1.532 -23.162 7.444 0.451
O 0.191 -23.252 7.640 -0.002
C -0.275 -24.418 6.940 0.217
C 1.003 -25.163 6.749 0.376
F 1.073 -25.840 5.569 -0.296
O 1.981 -24.198 6.807 -0.330
H -0.893 -25.106 7.517 0.055
H -0.624 -24.112 5.953 -0.182
H 1.255 -25.841 7.565 0.350
O -7.945 -25.522 6.081 -0.413
C -8.180 -24.537 6.823 -0.024
O -8.942 -24.463 7.901 -0.318
C -9.205 -23.072 8.023 -0.773
C -7.775 -22.546 7.781 0.454
F -6.958 -22.821 8.825 -0.185
O -7.439 -23.389 6.709 0.456
H -9.842 -22.517 7.334 0.342
H -9.539 -22.948 9.053 0.379
H -7.783 -21.475 7.581 0.147
O -3.216 -25.338 11.424 -0.584
C -4.051 -24.450 11.760 0.633
O -5.398 -24.677 11.844 -0.311
C -6.008 -23.457 12.042 0.399
C -4.910 -22.615 12.634 0.452
F -5.028 -22.563 13.931 -0.351
O -3.733 -23.315 12.334 -0.308
H -6.336 -23.044 11.088 -0.424
H -6.854 -23.577 12.718 0.342
H -4.894 -21.620 12.190 0.204
O -2.082 -30.394 10.626 -0.595
C -3.111 -29.963 10.164 0.541
O -3.158 -28.742 9.787 -0.268
C -4.305 -28.587 8.973 1.016
C -5.166 -29.794 9.257 0.312
F -5.798 -30.246 8.160 -0.247
O -4.147 -30.665 9.688 -0.356
H -4.871 -27.686 9.209 -0.161
H -3.869 -28.648 7.976 -0.539
H -5.811 -29.660 10.125 0.361
O -2.506 -25.688 3.405 -0.459
C -2.867 -24.555 3.099 0.444
O -2.410 -23.466 3.728 -0.291
C -3.125 -22.349 3.347 0.535
C -3.536 -22.781 1.975 -0.072
F -2.590 -22.472 1.019 -0.368
O -3.668 -24.189 2.074 -0.220
H -4.010 -22.312 3.982 -0.415
H -2.617 -21.397 3.193 0.428
H -4.495 -22.322 1.732 0.338
O -10.239 -29.413 5.489 -0.638
C -9.171 -28.983 5.076 0.558
O -7.985 -29.409 5.431 -0.386
C -7.014 -28.679 4.697 0.584
C -7.852 -27.979 3.637 1.127
F -7.826 -28.659 2.467 -0.331
O -9.110 -27.996 4.256 -0.354
H -6.468 -28.032 5.383 -0.604
H -6.246 -29.299 4.234 0.216
H -7.499 -26.956 3.507 -0.195
O -4.349 -22.126 9.564 -0.446
C -3.224 -21.568 9.668 0.314
O -2.388 -21.473 8.675 0.100
C -1.179 -20.908 9.131 -0.518
C -1.642 -20.246 10.427 0.187
F -2.018 -18.980 10.123 -0.184
O -2.690 -21.016 10.767 -0.254
H -0.321 -21.525 9.399 0.243
H -0.679 -20.269 8.404 0.406
H -0.860 -20.203 11.185 0.339
O -5.046 -30.376 0.013 -0.575
C -4.662 -29.273 0.360 0.568
O -3.525 -28.715 -0.055 -0.388
C -3.394 -27.449 0.516 -0.214
C -4.812 -27.076 0.855 1.426
F -5.392 -26.465 -0.170 -0.335
O -5.374 -28.396 1.080 -0.254
H -2.781 -27.530 1.414 0.130
H -2.886 -26.829 -0.223 0.353
H -4.918 -26.448 1.740 -0.629
```

As for the SMILES: O=[N+]([O-])c1ccccc1.O=[N+]([O-])c1ccccc1.O=C1OC[C@@H](F)O1.O=C1OC[C@@H](F)O1.O=C1OC[C@@H](F)O1.O=C1OC[C@@H](F)O1.O=C1OC[C@@H](F)O1.O=C1OC[C@@H](F)O1.O=C1OC[C@@H](F)O1.O=C1OC[C@@H](F)O1.O=C1OC[C@@H](F)O1.O=C1OC[C@@H](F)O1. The maximum force comes out at 6.47 eV/Å. The gap between HOMO and LUMO is 8.62 eV. The molar mass is 1306.742 u. The electronic energy is -5290.64214 Ha.

3.
Molecular formula: C2H5NO
Method: DFT, the ωB97M-V functional and the def2-TZVPD basis

Geometry as XYZ:
```
9
Properties=species:S:1:pos:R:3:nbo_charge:R:1
C 0.180 -1.106 0.190 0.179
N -0.911 -0.371 0.394 -0.358
C -0.578 0.954 -0.075 -0.478
O 1.378 -0.923 -0.696 -0.592
H 0.153 -2.135 0.563 0.187
H 1.167 -0.375 0.265 0.459
H -0.370 0.980 -1.170 0.211
H -1.381 1.642 0.101 0.210
H 0.363 1.335 0.427 0.182
```

The maximum force comes out at 6.31 eV/Å. The gap between HOMO and LUMO is 10.37 eV. Its energy above the lowest of the compared OMol25 structures with the same formula, charge and spin is 4.5420 eV. The molar mass is 59.068 u. The electronic energy is -209.05541 Ha.

4.
Molecular formula: C4H8O
Method: DFT, the ωB97M-V functional and the def2-TZVPD basis

Geometry as XYZ:
```
13
Properties=species:S:1:pos:R:3:nbo_charge:R:1
O 0.385 0.643 1.742 -0.726
C -0.835 0.048 1.324 -0.088
C -0.393 0.423 -0.234 -0.200
C -0.187 -0.666 -1.209 -0.442
C 0.983 0.259 -1.021 -0.420
H 1.077 0.005 1.593 0.458
H -1.574 0.465 2.090 0.209
H -0.904 -1.045 1.548 0.156
H -0.836 1.363 -0.526 0.218
H -0.043 -1.642 -0.741 0.204
H -0.787 -0.679 -2.103 0.208
H 1.920 -0.146 -0.625 0.204
H 1.194 0.971 -1.839 0.219
```

As for the SMILES: OCC1CC1. The maximum force comes out at 3.89 eV/Å. The gap between HOMO and LUMO is 9.76 eV. Its energy above the lowest of the compared OMol25 structures with the same formula, charge and spin is 3.4010 eV. The molar mass is 72.107 u. The electronic energy is -232.32065 Ha.

Look up the gap between HOMO and LUMO of the fourth one. 9.76 eV

Among the records above, which one has the highest molar mass? C42H40F10N2O34

maximum force of number 4 (C4H8O)? 3.89 eV/Å